{"formula": "C2H7S", "method": "ωB97M-V/def2-TZVPD", "e_tot_ha": -478.58557, "lumo_ha": 0.0927, "charge": -1, "gap_ev": 4.343, "species": ["C", "H", "H", "H", "H", "C", "S", "H", "H", "H"], "xyz": [[5.1691, 2.1761, -0.8747], [4.6416, 1.3094, -1.2431], [6.2263, 1.9144, -0.8136], [4.8094, 2.5406, 0.0851], [5.1621, 3.0114, -1.5900], [-5.1469, -2.2265, 0.9284], [-6.3017, -1.1501, 0.2002], [-4.6528, -1.9037, 1.8707], [-5.5968, -3.1958, 1.1900], [-4.3103, -2.4758, 0.2468]], "atomic_forces_ev_per_a": [[0.883, 0.706, -0.376], [-0.377, -0.002, -0.028], [-0.019, -0.129, 0.337], [-0.064, -0.238, -0.026], [-0.424, -0.337, 0.094], [1.589, -1.576, 0.800], [-1.193, 1.325, -0.630], [-0.275, 0.226, -0.306], [0.025, -0.030, -0.020], [-0.147, 0.054, 0.156]], "nbo_charge": [-0.8496, 0.2176, 0.2064, 0.2153, 0.2103, -0.7643, -0.7078, 0.1536, 0.1599, 0.1586]}

---

{"formula": "C2H7S2", "method": "ωB97M-V/def2-TZVPD", "e_tot_ha": -876.79242, "lumo_ha": 0.1215, "charge": -1, "gap_ev": 5.965, "species": ["C", "C", "S", "H", "H", "H", "H", "H", "H", "S", "H"], "xyz": [[0.2384, -1.0533, -1.0074], [0.6413, -0.8222, 0.4688], [2.0353, 0.4094, 0.4055], [1.0100, -1.5019, -1.6047], [-0.0827, -0.0889, -1.4533], [-0.6969, -1.6367, -1.0831], [-0.2069, -0.2788, 0.9357], [0.9208, -1.7567, 0.9508], [2.0080, 0.8958, 1.6546], [-2.3270, 0.5197, -0.1294], [-3.5620, 0.7552, -0.5856]], "atomic_forces_ev_per_a": [[-1.013, 0.663, 0.266], [-0.514, 1.142, -1.022], [-0.027, -0.528, 0.039], [0.596, -0.323, -0.233], [0.445, -0.512, 0.284], [0.559, 0.013, 0.289], [0.528, -0.737, -0.004], [0.055, 0.210, 0.238], [-0.148, -0.148, 0.027], [-0.336, 0.149, 0.089], [-0.146, 0.072, 0.030]], "nbo_charge": [-0.6519, -0.4954, -0.1167, 0.1758, 0.2563, 0.2452, 0.2681, 0.1910, 0.1093, -1.0776, 0.0958]}

---

{"formula": "C2H8BBr3ClNOP", "method": "ωB97M-V/def2-TZVPD", "e_tot_ha": -8759.52808, "lumo_ha": 0.0914, "charge": -1, "gap_ev": 6.174, "species": ["C", "B", "N", "P", "O", "Cl", "H", "H", "H", "H", "H", "H", "H", "C", "Br", "Br", "Br", "H"], "xyz": [[1.6344, 1.3847, 1.5161], [0.3182, 0.5705, 0.9702], [0.0052, -0.7223, 1.7737], [-1.2075, 1.7771, 1.0539], [-2.4866, 0.9279, 1.7661], [-1.8722, 1.8378, -0.9965], [1.4031, 2.2200, 2.1863], [2.1374, 1.8454, 0.6609], [2.3559, 0.7321, 2.0087], [0.5111, 0.2851, -0.1909], [-0.8990, -1.0466, 1.4586], [0.6235, -1.4595, 1.4663], [-2.9799, 1.5066, 2.3171], [0.1125, -2.0508, -3.2861], [-1.2325, -0.8219, -3.9349], [1.7944, -1.1723, -2.9360], [-0.5129, -3.0534, -1.7558], [0.2949, -2.7605, -4.0779]], "atomic_forces_ev_per_a": [[-0.302, 0.398, -0.296], [0.616, -1.079, 0.049], [-0.239, 0.199, 0.226], [-0.735, 0.804, 0.278], [1.154, -0.915, -0.969], [-0.087, -0.078, 0.158], [0.026, -0.088, 0.270], [0.155, 0.031, -0.017], [0.017, -0.136, 0.100], [-0.069, 0.179, -0.523], [-0.344, -0.130, 0.171], [0.361, -0.078, 0.000], [-0.567, 0.844, 0.501], [-0.033, 0.080, 0.047], [0.198, -0.130, 0.138], [-0.210, -0.054, 0.002], [0.087, 0.190, -0.141], [-0.027, -0.036, 0.005]], "nbo_charge": [-0.8589, -0.1265, -1.0628, 0.8339, -0.9905, -0.4426, 0.1885, 0.1935, 0.1981, -0.0871, 0.3428, 0.3364, 0.4762, -0.4929, 0.0925, 0.0994, 0.0890, 0.2110]}

---

{"formula": "C2H8Cl2Si2", "method": "ωB97M-V/def2-TZVPD", "smiles": "C[SiH2][Si](C)(Cl)Cl", "e_tot_ha": -1580.45555, "lumo_ha": 0.0211, "charge": 0, "gap_ev": 10.786, "species": ["C", "Si", "Si", "C", "Cl", "Cl", "H", "H", "H", "H", "H", "H", "H", "H"], "xyz": [[-1.9967, 0.2714, 0.7610], [-0.5555, 1.5234, 0.1290], [1.3313, 0.1671, -0.1244], [1.0215, -1.6118, -0.6841], [2.6383, 0.9897, -1.5904], [2.5339, 0.1087, 1.5453], [-3.0746, 0.6733, 0.9460], [-2.1177, -0.5889, 0.1372], [-1.4820, -0.1330, 1.5988], [-0.8320, 2.0266, -1.2600], [-0.6085, 2.5811, 1.1664], [1.8998, -2.2096, -0.4216], [0.1146, -2.1135, -0.4507], [1.1278, -1.6845, -1.7525]], "atomic_forces_ev_per_a": [[-0.447, 1.780, -1.002], [-2.165, -1.023, -0.015], [0.757, -0.277, -0.712], [1.347, 0.484, -0.402], [-0.682, -0.241, 0.481], [-0.158, -0.011, 0.257], [2.255, -0.412, 0.026], [-0.032, -0.422, -0.856], [-0.197, -0.202, 1.452], [0.099, 0.055, 0.442], [0.477, 0.055, -0.233], [-0.191, -0.009, 0.693], [-0.740, -0.273, 0.658], [-0.322, 0.498, -0.790]], "nbo_charge": [-1.0203, 0.6003, 1.0943, -1.1267, -0.3942, -0.3703, 0.2500, 0.2245, 0.2205, -0.1281, -0.1169, 0.2595, 0.2494, 0.2579]}

---

{"formula": "C2H8CsO2", "method": "ωB97M-V/def2-TZVPD", "e_tot_ha": -251.39508, "lumo_ha": -0.1225, "charge": 1, "gap_ev": 11.126, "species": ["Cs", "C", "O", "H", "H", "H", "H", "C", "O", "H", "H", "H", "H"], "xyz": [[-1.4816, -0.9782, 1.4824], [-2.1028, -0.0751, -2.2129], [-0.9770, -0.5104, -1.3883], [-3.0500, -0.1632, -1.6809], [-1.9612, 0.9218, -2.6304], [-2.3506, -0.6828, -3.0832], [-0.1538, -0.4631, -1.8800], [2.0972, 0.3839, 2.2278], [1.4354, -0.3512, 1.2170], [2.3370, 1.3906, 1.8856], [1.5162, 0.5671, 3.1317], [3.0168, -0.1091, 2.5431], [1.6744, 0.0698, 0.3880]], "atomic_forces_ev_per_a": [[0.022, -0.066, 0.038], [0.044, -0.150, -0.560], [-1.225, 0.161, -0.344], [0.384, 0.398, 0.725], [0.038, 0.167, 0.517], [0.855, -0.591, -0.061], [-0.127, 0.023, -0.344], [0.886, 0.845, 0.629], [-0.570, -0.004, -0.073], [0.186, -0.030, -0.154], [-0.526, -0.499, -0.128], [0.016, -0.056, -0.119], [0.017, -0.195, -0.126]], "nbo_charge": [0.9915, -0.2719, -0.7856, 0.1834, 0.1929, 0.1946, 0.4909, -0.2647, -0.7663, 0.1845, 0.1748, 0.1916, 0.4843]}

---

{"formula": "C2H8FNO2SSi", "method": "ωB97M-V/def2-TZVPD", "smiles": "CCN[SiH2]S(=O)(=O)F", "e_tot_ha": -1073.79423, "lumo_ha": 0.0194, "charge": 0, "gap_ev": 10.628, "species": ["C", "C", "N", "Si", "S", "O", "O", "F", "H", "H", "H", "H", "H", "H", "H", "H"], "xyz": [[-1.5591, -0.0997, -1.0116], [-0.6106, -1.2610, -0.7677], [-0.1577, -1.2811, 0.6336], [0.4135, 0.0904, 1.4646], [1.6977, 1.4067, 0.1811], [1.8346, 0.9131, -1.1528], [2.8384, 1.8015, 0.9429], [0.8003, 2.7193, 0.0417], [-2.0401, -0.2196, -1.9831], [-2.3458, -0.0869, -0.2555], [-1.0471, 0.8657, -1.0330], [-1.1375, -2.1964, -0.9655], [0.2363, -1.2140, -1.4560], [0.3762, -2.1127, 0.8506], [-0.6313, 0.9903, 1.9756], [1.3320, -0.3157, 2.5352]], "atomic_forces_ev_per_a": [[-0.065, -0.103, -0.158], [-0.277, -0.086, 0.035], [0.490, 0.115, -0.146], [-0.419, -0.172, 0.352], [0.126, -0.043, 0.057], [0.002, -0.042, -0.031], [0.073, 0.122, -0.054], [-0.036, 0.014, 0.018], [0.044, 0.047, -0.004], [0.033, 0.063, 0.014], [-0.003, -0.029, 0.105], [-0.004, -0.004, 0.062], [-0.002, 0.068, 0.022], [-0.040, -0.019, -0.050], [0.041, 0.108, -0.173], [0.037, -0.039, -0.048]], "nbo_charge": [-0.6331, -0.2106, -1.0577, 1.0726, 2.0158, -0.9207, -0.9110, -0.5071, 0.2290, 0.2130, 0.2128, 0.1929, 0.1998, 0.4052, -0.1557, -0.1452]}

---

{"formula": "C2H8FNP2", "method": "ωB97M-V/def2-TZVPD", "e_tot_ha": -918.18577, "lumo_ha": [-0.0098, 0.0094], "charge": 0, "gap_ev": [8.147, 7.366], "species": ["C", "C", "N", "F", "P", "P", "H", "H", "H", "H", "H", "H", "H", "H"], "xyz": [[-1.9310, 0.0681, -0.2578], [-1.6551, 0.6581, 1.0997], [1.6569, -1.8398, -0.3156], [-1.6240, -1.2636, -0.2933], [2.5936, 0.9172, -0.7026], [1.7552, -0.4952, 0.6625], [-1.3315, 0.7408, -0.8785], [-3.0186, 0.1955, -0.6487], [-1.7612, 1.7677, 1.1640], [-1.5065, 0.0061, 2.0632], [1.2449, -2.6176, 0.2062], [1.1853, -1.7414, -1.2689], [1.6188, 1.7792, -1.2202], [2.7730, 1.8248, 0.3901]], "atomic_forces_ev_per_a": [[-1.563, 1.658, 0.950], [-0.258, -0.734, 1.460], [-1.433, -0.838, -1.970], [0.379, -0.222, -0.454], [1.046, 0.747, 0.223], [-0.387, 0.649, 0.951], [0.334, -0.797, -0.842], [1.486, -0.275, 0.850], [0.209, -1.152, 0.173], [-0.428, 1.449, -2.185], [0.179, 0.182, -0.503], [0.960, -0.350, 1.819], [-0.774, -0.125, -0.174], [0.250, -0.192, -0.299]], "nbo_charge": [-0.0325, -0.3595, -1.1471, -0.3600, -0.0731, 0.4568, 0.1738, 0.1704, 0.1846, 0.2084, 0.3956, 0.3962, -0.0187, 0.0051]}

---

{"formula": "C2H8IN3", "method": "ωB97M-V/def2-TZVPD", "e_tot_ha": -542.13567, "lumo_ha": [-0.4315, -0.4309], "charge": 2, "gap_ev": [6.548, 6.774], "species": ["C", "C", "N", "N", "N", "I", "H", "H", "H", "H", "H", "H", "H", "H"], "xyz": [[0.4577, -0.7361, -0.5686], [-1.1851, 0.9914, -0.0280], [-0.0818, 0.5595, -0.8075], [1.7020, -0.7113, 0.2949], [-1.4297, 0.2125, 1.0997], [-2.7736, 0.3658, 2.5110], [-0.3118, -1.4288, -0.1917], [0.8598, -1.1528, -1.4402], [-1.2154, 2.0795, 0.0129], [-1.9033, 0.5837, -0.8016], [0.1062, 1.0069, -1.6206], [1.8758, -1.5627, 0.7463], [2.5492, -0.2770, -0.2194], [1.3500, 0.0694, 1.0128]], "atomic_forces_ev_per_a": [[-0.321, -0.273, -1.133], [-0.723, -0.604, 0.088], [1.534, -2.503, 3.745], [-1.251, 5.757, 0.916], [-0.214, 0.313, 0.068], [0.675, 0.337, -1.116], [0.645, 0.244, 0.372], [-0.059, -0.546, -1.766], [-0.613, 0.226, 0.172], [-1.336, 0.462, 0.759], [0.576, 1.674, -2.952], [0.726, -1.714, 0.950], [-1.471, -1.153, 0.997], [1.832, -2.219, -1.100]], "nbo_charge": [-0.0833, -0.1848, -0.5611, -0.6918, -0.4780, 0.9844, 0.2563, 0.2430, 0.3031, 0.3854, 0.4319, 0.4584, 0.4798, 0.4569]}